{
  "formula": "C4H8O2",
  "method": "ωB97M-V/def2-TZVPD",
  "de_lowest_kj_mol": 542.88,
  "spin_multiplicity": 1,
  "charge": 0,
  "lumo_energy_ha": 0.031,
  "e_homo_ev": -8.506,
  "orbital_gap_ev": 9.347,
  "energy_ha": -307.50566,
  "symbols": ["O", "C", "C", "C", "C", "O", "H", "H", "H", "H", "H", "H", "H", "H"],
  "positions_angstrom": [[-0.986, 1.692, -0.212], [-0.757, 0.335, -0.452], [0.534, -0.025, -1.209], [1.239, -0.588, 0.019], [-0.439, -0.421, 0.873], [-0.091, 0.341, 1.972], [-0.678, 1.872, 0.690], [-1.648, -0.083, -0.935], [0.343, -0.696, -2.059], [1.040, 0.869, -1.585], [0.280, -1.357, 0.505], [1.778, -1.547, -0.056], [-1.241, -1.103, 1.198], [0.840, 0.563, 1.756]],
  "nbo_charge": [-0.702, 0.084, -0.487, -0.492, 0.053, -0.714, 0.482, 0.174, 0.186, 0.227, 0.261, 0.200, 0.218, 0.509]
}

=====

{
  "formula": "C4H8O2",
  "method": "ωB97M-V/def2-TZVPD",
  "de_lowest_kj_mol": 263.84,
  "smiles": "C[C@H]1OC[C@@H]1O",
  "spin_multiplicity": 1,
  "charge": 0,
  "lumo_energy_ha": 0.037,
  "e_homo_ev": -9.972,
  "orbital_gap_ev": 10.969,
  "energy_ha": -307.61194,
  "symbols": ["C", "C", "O", "C", "C", "O", "H", "H", "H", "H", "H", "H", "H", "H"],
  "positions_angstrom": [[0.775, -0.427, 1.647], [0.427, 0.253, 0.368], [1.191, -0.272, -0.799], [0.106, -0.129, -1.641], [-0.835, -0.098, -0.446], [-1.900, 0.879, -0.216], [0.930, -1.591, 1.355], [-0.129, -0.537, 2.394], [1.690, -0.034, 2.184], [0.529, 1.372, 0.478], [-0.129, -0.926, -2.359], [0.080, 0.927, -2.111], [-1.230, -1.104, -0.165], [-1.504, 1.686, -0.689]],
  "nbo_charge": [-0.652, 0.067, -0.526, -0.080, 0.057, -0.702, 0.222, 0.236, 0.230, 0.170, 0.194, 0.142, 0.185, 0.458]
}

=====

{
  "formula": "C4H8O2",
  "method": "ωB97M-V/def2-TZVPD",
  "de_lowest_kj_mol": 183.14,
  "smiles": "C[C@@]1(O)C[C@H]1O",
  "spin_multiplicity": 1,
  "charge": 0,
  "lumo_energy_ha": 0.030,
  "e_homo_ev": -9.317,
  "orbital_gap_ev": 10.142,
  "energy_ha": -307.64268,
  "symbols": ["C", "C", "O", "C", "C", "O", "H", "H", "H", "H", "H", "H", "H", "H"],
  "positions_angstrom": [[-1.062, 0.261, -1.066], [-0.102, 0.514, 0.073], [0.045, 1.862, 0.442], [0.035, -0.522, 1.168], [1.152, -0.296, 0.181], [1.565, -1.255, -0.741], [-2.108, 0.374, -0.761], [-0.939, -0.754, -1.461], [-0.857, 0.962, -1.881], [-0.509, 2.022, 1.217], [0.179, -0.197, 2.196], [-0.574, -1.420, 1.062], [2.009, 0.266, 0.537], [0.821, -1.832, -0.960]],
  "nbo_charge": [-0.622, 0.200, -0.700, -0.492, 0.086, -0.687, 0.212, 0.198, 0.228, 0.470, 0.224, 0.215, 0.203, 0.465]
}

=====

{
  "formula": "C4H8O2",
  "method": "ωB97M-V/def2-TZVPD",
  "de_lowest_kj_mol": 199.13,
  "spin_multiplicity": 1,
  "charge": 0,
  "lumo_energy_ha": 0.037,
  "e_homo_ev": -9.790,
  "orbital_gap_ev": 10.795,
  "energy_ha": -307.63659,
  "symbols": ["O", "C", "C", "C", "C", "O", "H", "H", "H", "H", "H", "H", "H", "H"],
  "positions_angstrom": [[-0.388, -2.105, -0.424], [0.141, -1.067, -1.221], [0.286, 0.283, -0.524], [-0.805, 0.626, 0.487], [0.340, 1.223, 1.296], [1.291, 0.471, 0.506], [0.279, -2.361, 0.223], [1.067, -1.379, -1.727], [-0.609, -0.896, -2.004], [0.450, 1.034, -1.314], [-1.670, 1.217, 0.187], [-1.115, -0.309, 0.956], [0.379, 0.972, 2.361], [0.461, 2.312, 1.184]],
  "nbo_charge": [-0.714, -0.087, 0.077, -0.455, -0.058, -0.537, 0.470, 0.175, 0.185, 0.169, 0.210, 0.223, 0.178, 0.165]
}

=====

{
  "formula": "C4H8O2",
  "method": "ωB97M-V/def2-TZVPD",
  "de_lowest_kj_mol": 421.55,
  "spin_multiplicity": 1,
  "charge": 0,
  "lumo_energy_ha": 0.034,
  "e_homo_ev": -8.719,
  "orbital_gap_ev": 9.639,
  "energy_ha": -307.55187,
  "symbols": ["C", "C", "C", "O", "C", "O", "H", "H", "H", "H", "H", "H", "H", "H"],
  "positions_angstrom": [[0.379, -0.657, -0.798], [-0.610, -1.094, 0.280], [-0.984, 0.143, 1.131], [-0.901, 1.262, 0.240], [0.290, 1.418, -0.317], [1.422, 1.416, 0.333], [1.256, -1.321, -0.845], [-0.061, -0.658, -1.800], [1.282, 0.314, -0.218], [-0.181, -1.851, 0.944], [-1.523, -1.527, -0.145], [-2.016, 0.135, 1.485], [-0.300, 0.287, 1.970], [0.172, 2.040, -1.218]],
  "nbo_charge": [-0.782, -0.444, -0.086, -0.483, 0.638, -0.785, 0.241, 0.228, 0.480, 0.218, 0.210, 0.202, 0.197, 0.167]
}

=====

{
  "formula": "C4H8O2",
  "method": "ωB97M-V/def2-TZVPD",
  "de_lowest_kj_mol": 122.23,
  "smiles": "O[C@H]1CCOC1",
  "spin_multiplicity": 1,
  "charge": 0,
  "lumo_energy_ha": 0.036,
  "e_homo_ev": -9.782,
  "orbital_gap_ev": 10.760,
  "energy_ha": -307.66587,
  "symbols": ["O", "C", "C", "C", "O", "C", "H", "H", "H", "H", "H", "H", "H", "H"],
  "positions_angstrom": [[-0.647, 1.856, -0.186], [-0.910, 0.488, 0.035], [-0.230, -0.373, -1.034], [1.133, -0.686, -0.386], [1.158, -0.030, 0.894], [-0.198, 0.007, 1.301], [0.311, 1.961, -0.088], [-1.995, 0.372, 0.074], [-0.165, 0.149, -1.985], [-0.810, -1.294, -1.217], [2.070, -0.377, -0.878], [1.116, -1.765, -0.265], [-0.523, -1.005, 1.591], [-0.310, 0.695, 2.144]],
  "nbo_charge": [-0.710, 0.071, -0.469, -0.090, -0.530, -0.104, 0.467, 0.190, 0.229, 0.211, 0.199, 0.167, 0.163, 0.205]
}

=====

{
  "formula": "C4H8O2",
  "method": "ωB97M-V/def2-TZVPD",
  "de_lowest_kj_mol": 378.58,
  "spin_multiplicity": 1,
  "charge": 0,
  "lumo_energy_ha": 0.019,
  "e_homo_ev": -9.488,
  "orbital_gap_ev": 10.000,
  "energy_ha": -307.56824,
  "symbols": ["O", "C", "C", "C", "C", "O", "H", "H", "H", "H", "H", "H", "H", "H"],
  "positions_angstrom": [[-1.317, 0.758, -1.870], [-0.427, -0.277, -1.557], [-0.293, -0.446, -0.068], [1.068, -0.737, 0.614], [0.460, 0.591, 0.629], [0.688, 1.796, 0.599], [-0.963, 1.541, -1.442], [0.572, -0.125, -1.992], [-0.844, -1.173, -1.999], [-1.150, -0.871, 0.409], [1.925, -0.861, -0.015], [1.079, -1.354, 1.498], [-0.587, 0.198, 2.750], [-0.324, 0.943, 2.494]],
  "nbo_charge": [-0.700, -0.054, -0.364, -0.522, 0.603, -0.529, 0.475, 0.159, 0.189, 0.242, 0.237, 0.245, -0.013, 0.032]
}

=====

{
  "formula": "C4H8O2",
  "method": "ωB97M-V/def2-TZVPD",
  "de_lowest_kj_mol": 206.72,
  "spin_multiplicity": 1,
  "charge": 0,
  "lumo_energy_ha": 0.030,
  "e_homo_ev": -9.594,
  "orbital_gap_ev": 10.424,
  "energy_ha": -307.63369,
  "symbols": ["O", "C", "C", "C", "O", "C", "H", "H", "H", "H", "H", "H", "H", "H"],
  "positions_angstrom": [[-0.620, -2.001, 0.504], [-0.177, -0.753, 1.006], [0.527, -0.019, -0.121], [-0.377, 0.188, -1.343], [-0.611, 1.561, -0.984], [0.452, 1.512, -0.024], [-0.532, -2.669, 1.188], [0.505, -0.879, 1.860], [-1.034, -0.153, 1.351], [1.510, -0.456, -0.319], [0.148, 0.106, -2.304], [-1.296, -0.405, -1.374], [1.350, 2.034, -0.384], [0.154, 1.935, 0.944]],
  "nbo_charge": [-0.727, -0.059, -0.287, -0.054, -0.536, -0.055, 0.475, 0.168, 0.164, 0.206, 0.170, 0.191, 0.172, 0.174]
}

=====

{
  "formula": "C4H8O2",
  "method": "ωB97M-V/def2-TZVPD",
  "de_lowest_kj_mol": 486.73,
  "spin_multiplicity": 1,
  "charge": 0,
  "lumo_energy_ha": 0.024,
  "e_homo_ev": -8.293,
  "orbital_gap_ev": 8.937,
  "energy_ha": -307.52705,
  "symbols": ["O", "C", "C", "C", "O", "C", "H", "H", "H", "H", "H", "H", "H", "H"],
  "positions_angstrom": [[-0.695, -0.989, -1.474], [0.033, -0.796, -0.357], [1.097, 0.170, -0.376], [0.094, 1.509, 0.043], [-1.035, 1.154, 0.623], [-0.605, -0.971, 0.884], [-1.547, -0.546, -1.296], [0.177, -1.934, 0.428], [1.557, 0.309, -1.353], [1.831, 0.061, 0.422], [-0.006, 1.993, -0.949], [0.794, 2.100, 0.669], [-0.106, -0.676, 1.796], [-1.602, -1.396, 0.931]],
  "nbo_charge": [-0.670, 0.335, -0.515, 0.010, -0.775, -0.386, 0.501, 0.259, 0.234, 0.226, 0.132, 0.134, 0.265, 0.251]
}

=====

{
  "formula": "C4H8O2",
  "method": "ωB97M-V/def2-TZVPD",
  "de_lowest_kj_mol": 408.92,
  "spin_multiplicity": 1,
  "charge": 0,
  "lumo_energy_ha": 0.034,
  "e_homo_ev": -10.104,
  "orbital_gap_ev": 11.033,
  "energy_ha": -307.55668,
  "symbols": ["C", "C", "O", "C", "C", "O", "H", "H", "H", "H", "H", "H", "H", "H"],
  "positions_angstrom": [[1.480, -0.590, 0.684], [0.556, 0.438, 0.097], [1.207, 1.537, -0.471], [-0.501, -0.154, -0.784], [-1.869, -0.317, -0.294], [-1.524, 0.720, -1.206], [2.085, -0.961, -0.151], [2.165, -0.167, 1.422], [0.910, -1.420, 1.111], [-0.172, 1.018, 0.942], [0.408, 1.834, 0.178], [-0.118, -0.842, -1.537], [-2.148, 0.026, 0.706], [-2.480, -1.121, -0.698]],
  "nbo_charge": [-0.636, 0.110, -0.727, 0.020, -0.111, -0.476, 0.225, 0.231, 0.217, 0.086, 0.503, 0.189, 0.183, 0.187]
}

=====

{
  "formula": "C4H8O2",
  "method": "ωB97M-V/def2-TZVPD",
  "de_lowest_kj_mol": 486.55,
  "spin_multiplicity": 1,
  "charge": 0,
  "lumo_energy_ha": 0.026,
  "e_homo_ev": -8.315,
  "orbital_gap_ev": 9.010,
  "energy_ha": -307.52711,
  "symbols": ["C", "C", "C", "O", "C", "O", "H", "H", "H", "H", "H", "H", "H", "H"],
  "positions_angstrom": [[-1.252, -1.355, -0.501], [1.335, -0.400, 0.055], [1.734, 0.512, 1.150], [-0.860, -0.094, 0.060], [-1.269, 1.024, -0.574], [-0.912, 2.116, -0.240], [-0.547, -2.071, -0.083], [-2.283, -1.588, -0.224], [-1.133, -1.341, -1.589], [1.332, 0.223, -0.866], [1.425, 1.562, 1.084], [2.832, 0.479, 0.995], [1.548, 0.113, 2.152], [-1.951, 0.822, -1.420]],
  "nbo_charge": [-0.271, -0.078, -0.770, -0.501, 0.656, -0.542, 0.244, 0.187, 0.187, 0.086, 0.222, 0.261, 0.212, 0.108]
}

=====

{
  "formula": "C4H8O2",
  "method": "ωB97M-V/def2-TZVPD",
  "de_lowest_kj_mol": 239.97,
  "smiles": "O=CCCCO",
  "spin_multiplicity": 1,
  "charge": 0,
  "lumo_energy_ha": 0.028,
  "e_homo_ev": -10.064,
  "orbital_gap_ev": 10.837,
  "energy_ha": -307.62103,
  "symbols": ["O", "C", "C", "C", "C", "O", "H", "H", "H", "H", "H", "H", "H", "H"],
  "positions_angstrom": [[-0.842, 1.824, 1.441], [-0.094, 0.869, 1.364], [0.750, 0.610, 0.114], [1.164, -0.762, -0.436], [-0.064, -1.565, -0.778], [-0.968, -0.742, -1.465], [0.075, 0.165, 2.275], [1.727, 1.298, 0.338], [0.183, 1.171, -0.614], [1.848, -0.861, -1.227], [1.795, -1.192, 0.434], [0.005, -2.373, -1.445], [-0.670, -2.023, 0.055], [-1.017, 0.238, -1.215]],
  "nbo_charge": [-0.519, 0.440, -0.511, -0.439, -0.066, -0.740, 0.111, 0.251, 0.205, 0.235, 0.208, 0.194, 0.157, 0.475]
}

=====

{
  "formula": "C4H8O2",
  "method": "ωB97M-V/def2-TZVPD",
  "de_lowest_kj_mol": 413.54,
  "spin_multiplicity": 1,
  "charge": 0,
  "lumo_energy_ha": 0.026,
  "e_homo_ev": -8.697,
  "orbital_gap_ev": 9.397,
  "energy_ha": -307.55492,
  "symbols": ["O", "C", "C", "C", "O", "C", "H", "H", "H", "H", "H", "H", "H", "H"],
  "positions_angstrom": [[1.247, -0.777, -1.758], [0.626, 0.215, -0.966], [-0.809, -0.168, -0.597], [-0.711, -0.936, 0.714], [0.446, -0.614, 1.225], [1.251, 0.316, 0.414], [1.058, -1.637, -1.357], [0.706, 1.148, -1.528], [-1.324, -0.718, -1.389], [-1.426, 0.711, -0.357], [-2.159, 0.240, 2.056], [-2.351, 0.942, 2.224], [1.162, 1.306, 0.873], [2.285, -0.029, 0.447]],
  "nbo_charge": [-0.701, 0.050, -0.616, 0.300, -0.471, -0.138, 0.466, 0.202, 0.248, 0.258, 0.010, -0.022, 0.200, 0.215]
}

=====

{
  "formula": "C4H8O2",
  "method": "ωB97M-V/def2-TZVPD",
  "de_lowest_kj_mol": 299.38,
  "smiles": "C=CC(C)=O.O",
  "spin_multiplicity": 1,
  "charge": 0,
  "lumo_energy_ha": 0.022,
  "e_homo_ev": -9.239,
  "orbital_gap_ev": 9.841,
  "energy_ha": -307.59840,
  "symbols": ["C", "C", "C", "C", "O", "H", "H", "H", "H", "H", "H", "O", "H", "H"],
  "positions_angstrom": [[1.334, -1.119, -0.282], [0.558, -0.211, 0.395], [-0.663, 0.335, -0.254], [-1.909, -0.047, 0.392], [-0.730, 0.984, -1.274], [1.007, -1.383, -1.288], [1.905, -1.850, 0.288], [0.608, -0.181, 1.486], [-2.152, -1.070, 0.094], [-2.783, 0.553, 0.153], [-1.704, -0.094, 1.458], [1.536, 1.577, -0.016], [1.988, 0.643, -0.354], [1.005, 1.863, -0.798]],
  "nbo_charge": [-0.560, -0.171, 0.558, -0.709, -0.566, 0.215, 0.220, 0.233, 0.247, 0.246, 0.220, -0.933, 0.506, 0.494]
}

=====

{
  "formula": "C4H8O2",
  "method": "ωB97M-V/def2-TZVPD",
  "de_lowest_kj_mol": 211.13,
  "smiles": "OCC1COC1",
  "spin_multiplicity": 1,
  "charge": 0,
  "lumo_energy_ha": 0.029,
  "e_homo_ev": -9.667,
  "orbital_gap_ev": 10.469,
  "energy_ha": -307.63201,
  "symbols": ["O", "C", "C", "C", "O", "C", "H", "H", "H", "H", "H", "H", "H", "H"],
  "positions_angstrom": [[2.073, 1.005, -0.055], [1.254, -0.144, 0.002], [-0.169, 0.192, 0.381], [-1.075, 0.785, -0.707], [-1.867, -0.414, -0.764], [-1.109, -1.015, 0.292], [2.722, 0.854, 0.635], [1.657, -0.829, 0.763], [1.283, -0.667, -0.966], [-0.180, 0.739, 1.328], [-1.672, 1.651, -0.396], [-0.587, 1.009, -1.664], [-1.712, -1.223, 1.183], [-0.617, -1.944, -0.033]],
  "nbo_charge": [-0.716, -0.056, -0.293, -0.051, -0.534, -0.051, 0.470, 0.161, 0.169, 0.208, 0.175, 0.176, 0.175, 0.167]
}

=====

{
  "formula": "C4H8O2",
  "method": "ωB97M-V/def2-TZVPD",
  "de_lowest_kj_mol": 529.20,
  "spin_multiplicity": 1,
  "charge": 0,
  "lumo_energy_ha": [-0.015, -0.014],
  "e_homo_ev": [-8.690, -8.689],
  "orbital_gap_ev": [8.295, 8.295],
  "energy_ha": -307.51087,
  "symbols": ["C", "O", "C", "C", "C", "O", "H", "H", "H", "H", "H", "H", "H", "H"],
  "positions_angstrom": [[1.469, 0.281, -1.222], [0.527, -1.181, -0.128], [-0.709, -1.023, 0.165], [-1.105, -0.620, 1.567], [-0.998, 0.601, 0.755], [0.110, 1.288, 0.663], [2.118, -0.557, -1.446], [2.053, 1.189, -1.021], [0.709, 0.448, -1.984], [-1.486, -1.293, -0.558], [-0.332, -0.777, 2.315], [-2.111, -0.913, 1.859], [-1.887, 1.012, 0.273], [0.815, 0.705, 0.035]],
  "nbo_charge": [-0.570, -0.501, 0.143, -0.490, 0.185, -0.620, 0.214, 0.208, 0.199, 0.163, 0.243, 0.231, 0.177, 0.418]
}

=====

{
  "formula": "C4H8O2",
  "method": "ωB97M-V/def2-TZVPD",
  "de_lowest_kj_mol": 349.83,
  "spin_multiplicity": 1,
  "charge": 0,
  "lumo_energy_ha": 0.024,
  "e_homo_ev": -9.042,
  "orbital_gap_ev": 9.698,
  "energy_ha": -307.57919,
  "symbols": ["C", "C", "O", "C", "O", "C", "H", "H", "H", "H", "H", "H", "H", "H"],
  "positions_angstrom": [[1.288, -1.069, -0.019], [0.775, 0.324, 0.331], [1.591, 1.288, -0.284], [-0.666, 0.495, -0.051], [-1.020, 1.588, -0.640], [-1.794, -0.345, 0.072], [0.758, -1.840, 0.547], [2.351, -1.120, 0.226], [1.173, -1.262, -1.089], [0.803, 0.444, 1.429], [1.011, 2.000, -0.596], [-2.017, 0.851, -0.807], [-2.555, 0.071, 0.737], [-1.696, -1.426, 0.142]],
  "nbo_charge": [-0.612, 0.010, -0.706, 0.520, -0.665, -0.857, 0.216, 0.230, 0.218, 0.196, 0.489, 0.470, 0.262, 0.230]
}